Here is a single C4H5NO2 molecule at a distorted geometry from the Open Molecules 2025 dataset. Energies are from the ωB97M-V functional and the def2-TZVPD basis.

Values from the calculation:
Multiplicity   1
Kohn-Sham gap   0.3930 Eh
LUMO energy   0.70 eV
SMILES   C[C@@H](C=O)N=C=O
M   99.09 g mol⁻¹
Energy relative to the best compared isomer or geometry (same formula, charge and spin)   118.9 kJ/mol
Electronic energy   -9813.083 eV

Cartesian coordinates (Å):
C  -0.9906  -0.6852  0.5482
C  -0.2279  -0.0198  -0.6671
C  -0.1822  1.4387  -0.2588
O  0.8558  1.9524  0.1181
N  1.0285  -0.6321  -0.8068
C  1.9681  -0.7451  -0.0178
O  2.9292  -0.8019  0.6270
H  -2.0837  -0.2638  0.5791
H  -0.6244  -0.3612  1.4312
H  -0.8228  -1.7346  0.4318
H  -0.7616  -0.1007  -1.6488
H  -1.0885  1.9533  -0.3363